ORCA calculation (the ωB97M-V functional and the def2-TZVPD basis) on a 21-piece molecular cluster, C41H104O21 overall.

Structure (XYZ):
```
166
Properties=species:S:1:pos:R:3:forces:R:3:mulliken_charge:R:1
C -5.984756 -2.094170 0.304888 0.2460 0.1416 0.6439 -1.076
C -5.777312 -0.983576 1.343556 -1.8285 1.5430 -0.5373 0.953
O -5.868701 0.223903 1.127214 0.4913 -1.5157 -0.3314 -0.582
C -5.603237 -1.433554 2.770933 0.0248 -0.0428 -0.2093 -0.838
H -4.996405 -2.377529 -0.057030 0.0843 -0.3867 0.0987 0.160
H -6.606396 -1.930875 -0.575458 0.0349 0.7608 0.2335 0.373
H -6.439838 -2.901183 0.879096 0.2991 -0.3494 -0.3328 0.365
H -6.066101 -0.702184 3.433472 0.3110 0.1127 -0.0759 0.326
H -4.519459 -1.447431 2.886449 0.0128 -0.3086 0.5821 -0.058
H -6.050464 -2.405266 2.980326 0.3551 -0.0628 -0.0997 0.445
C 7.645938 -1.578532 0.099425 -0.6983 -0.0056 0.2444 -1.363
C 7.023720 -1.264861 1.471178 1.0702 -2.5375 1.0933 1.182
O 6.616547 -2.147376 2.242571 0.8466 1.8047 -1.7623 -0.647
C 7.026961 0.158815 1.828418 -0.9519 1.8478 1.0481 -1.167
H 6.934118 -1.186674 -0.627118 -0.0332 -0.0434 -0.2637 0.341
H 7.779167 -2.644380 -0.085840 -0.0773 0.0896 0.2163 0.347
H 8.571678 -1.038406 -0.098998 0.0547 0.0374 0.3583 0.392
H 6.496861 0.372395 2.756573 -0.5621 -0.5055 -0.1102 0.212
H 6.536284 0.719889 1.033096 0.0059 0.1458 -0.1056 0.255
H 7.944579 0.697527 2.064769 0.7079 -0.6766 -0.7025 0.437
C -1.054512 5.042858 -4.489499 -1.5673 -0.4104 1.0519 -1.065
C -2.256353 4.537684 -3.578895 1.4692 0.2792 1.1058 0.771
O -3.216404 4.004611 -4.046389 -0.9975 -0.7049 -1.7168 -0.523
C -2.265338 4.620389 -2.041210 0.5636 0.3600 -0.9527 -0.692
H -0.499694 5.823263 -3.968705 0.0276 -0.0239 -0.2683 0.424
H -1.531774 5.381930 -5.408933 0.1355 0.3055 0.0649 0.423
H -0.397177 4.221593 -4.775051 0.0326 -0.1496 0.3714 0.050
H -1.792876 5.549893 -1.723552 -0.0513 -0.1339 0.3690 0.282
H -1.715846 3.755920 -1.668576 0.3580 0.1191 0.0939 -0.111
H -3.290607 4.512130 -1.687364 0.0707 0.2616 -0.1421 0.439
C -6.340379 2.391979 -5.379370 1.1005 -1.2270 0.9985 -0.965
C -5.865691 1.163235 -4.567026 -0.1950 -1.0251 0.3035 0.791
O -6.030138 0.024797 -4.987441 0.3628 1.4270 0.5542 -0.589
C -5.259638 1.446543 -3.163113 -0.1120 1.0012 -0.3896 -0.827
H -7.424946 2.345329 -5.281171 -0.0015 0.4334 -0.2938 0.357
H -5.985416 2.249031 -6.399987 -0.3717 0.1642 -0.0432 0.263
H -5.880280 3.260124 -4.907420 -0.4135 0.2487 -0.3535 0.246
H -5.345390 2.508136 -2.931234 -0.3656 0.1258 -0.0983 0.258
H -4.173596 1.355417 -3.145766 0.0623 -0.6801 -0.2396 0.116
H -5.709101 0.932484 -2.313501 0.0110 -0.5035 -0.3908 0.378
C -1.150318 -1.510527 5.471825 -0.3220 0.0264 1.3060 -0.260
C -0.614710 -1.490218 6.867194 -0.0051 0.2063 1.8867 0.523
O -0.321873 -2.516165 7.453594 0.0143 0.4163 -0.5684 -0.580
C -0.488536 -0.162026 7.636617 -0.3498 -0.3238 -0.1208 -1.088
H -0.232316 -1.713274 4.920213 -0.5726 0.0546 -0.9351 -0.077
H -1.701832 -0.589884 5.281182 0.5851 0.0359 -0.5813 0.187
H -1.880574 -2.317709 5.529046 0.3156 -0.3679 -0.7361 0.370
H -0.723482 -0.369426 8.680592 0.2309 -0.0524 -0.0002 0.386
H -1.184079 0.606347 7.299087 0.0969 -0.0200 -0.2564 0.322
H 0.527745 0.226888 7.573166 0.0380 -0.0261 -0.0522 0.193
C -0.390093 6.390752 1.669972 -0.0894 -0.7163 -0.2472 -0.361
C -0.729030 6.961670 3.026542 -0.3724 1.1943 1.5712 0.557
O -1.097372 6.305842 3.989708 0.4517 -0.0931 -1.4654 -0.535
C -0.590018 8.492694 3.260746 0.0965 -0.7257 -0.6909 -1.199
H -1.074746 5.570154 1.455545 -0.2283 0.1121 -0.0503 0.057
H 0.579097 5.893062 1.637219 0.2762 0.1393 0.4348 0.089
H -0.380344 7.093070 0.836453 -0.2261 0.2132 0.2767 0.412
H -0.546537 9.056514 2.328909 0.0320 -0.0122 0.0027 0.333
H 0.352260 8.633534 3.790249 0.0236 0.0993 0.0704 0.284
H -1.403514 8.877062 3.876031 0.0743 -0.2553 0.0307 0.352
C 2.414279 3.707677 3.108161 0.4848 -1.6237 0.2656 -0.806
C 2.902746 2.330900 3.617829 0.0601 -0.9794 0.5119 0.685
O 3.893624 1.754120 3.202699 -0.3329 1.3073 -0.6145 -0.629
C 2.114287 1.670619 4.763498 0.1138 1.5487 -0.0305 -0.747
H 3.035228 4.023878 2.269982 0.0754 0.2290 0.2957 0.209
H 2.448484 4.334648 3.999133 -0.0019 0.4469 -0.2905 0.525
H 1.380351 3.607692 2.777851 -0.1156 0.0080 0.1380 -0.051
H 1.476890 2.471845 5.137496 -0.7216 -0.4795 0.0236 0.449
H 2.746365 1.431695 5.618766 0.4583 -0.2345 -0.3521 0.461
H 1.571494 0.780551 4.445295 -0.0953 0.3022 -0.0857 -0.142
C 1.997406 0.107671 0.414902 0.8187 0.0417 -0.1229 -0.909
C 0.824002 -0.797743 0.013916 1.6129 -2.5047 1.2327 0.865
O 0.925611 -2.038653 0.206190 -0.8576 3.6360 -0.7258 -0.418
C -0.320143 -0.108066 -0.702656 0.8991 -0.8591 0.5121 0.503
H 2.660390 0.175264 -0.447643 -0.3042 0.1820 -0.7140 0.371
H 2.759043 -0.259824 1.102623 -0.6630 -0.7325 0.5177 -0.045
H 1.811275 1.136633 0.722644 -0.6783 -0.0604 -0.2102 0.442
H -0.779116 0.597369 -0.009988 -0.2118 -0.1237 -0.1406 -0.382
H -0.957286 -0.916074 -1.062201 -0.3693 0.4994 -0.1097 0.463
H 0.141471 0.490305 -1.488130 -0.2710 -0.0448 -0.2028 -1.002
C 1.515845 5.301983 -1.632963 -0.6124 -0.6379 0.7571 -0.961
C 1.721125 3.898026 -0.973295 -0.1468 0.5488 -0.6709 0.797
O 0.737471 3.291868 -0.614977 0.1722 -0.1892 0.3404 0.018
C 3.126429 3.341954 -1.009543 0.0647 0.4860 -0.0028 -1.077
H 1.761833 5.260360 -2.694026 0.3050 0.0756 0.0998 0.385
H 1.986737 6.139128 -1.117632 0.6041 -0.2302 -0.1367 0.415
H 0.451222 5.516107 -1.539024 -0.0589 -0.1693 -0.1361 -0.192
H 3.315882 2.320754 -0.678861 -0.6337 0.0582 -0.1236 -0.105
H 3.800079 3.968062 -0.424496 -0.0112 0.2985 -0.0551 0.452
H 3.394501 3.473427 -2.057861 0.3736 -0.2396 -0.0829 0.385
C -2.367670 0.347652 2.027330 -1.0526 -0.4956 -0.3097 -1.234
C -1.528453 1.438526 2.622754 1.2699 0.2214 0.1083 0.439
O -0.657303 1.188956 3.432697 -0.1403 -0.4433 -0.0632 -0.469
C -1.719593 2.879733 2.234382 -0.2467 -0.2298 0.2494 -0.425
H -3.023039 0.025533 2.836537 -0.0825 -0.0392 0.1349 0.234
H -1.886155 -0.559607 1.662471 0.7150 0.1762 0.4778 0.412
H -3.036275 0.607819 1.206737 0.0217 0.6414 0.0911 0.450
H -2.789755 3.075950 2.168272 0.0769 0.3554 -0.4200 0.486
H -1.167090 3.051428 1.310602 -0.3717 -0.0173 -0.4419 -0.098
H -1.250416 3.527614 2.974804 -0.1865 -0.1187 0.1765 0.223
C 0.063262 -2.838709 -3.179134 0.7066 0.1281 -2.2316 0.211
O 0.477137 -2.613693 -4.544826 0.5426 -0.5146 0.0021 -0.565
H 0.637920 -3.721196 -2.897910 -0.0911 0.2850 0.6723 -0.111
H 0.352454 -1.905408 -2.696010 -0.4635 -0.5186 0.9962 0.132
H -0.995676 -3.089799 -3.239898 -0.1693 0.2673 0.8610 -0.036
H -0.080232 -1.913937 -4.893100 -0.3727 0.1885 -0.3002 0.380
C 4.027742 -5.155520 -3.317094 -0.9448 -0.1668 -1.5021 -0.558
O 4.674991 -3.949161 -3.770466 0.2869 -0.5430 1.0494 -0.503
H 3.039758 -4.969607 -2.895871 0.0983 0.2713 0.4313 0.080
H 3.816757 -5.731824 -4.217899 -0.0258 -0.3876 -0.0914 0.374
H 4.564958 -5.844635 -2.665470 0.6002 0.8763 0.1606 0.314
H 4.066652 -3.533862 -4.386136 -0.0818 -0.0126 0.0076 0.295
C -1.491930 2.010482 -6.756205 0.1728 -0.1970 -1.5256 -0.854
O -2.001900 1.706699 -5.484132 0.3387 0.4187 -0.0417 -0.383
H -2.285336 2.004520 -7.503581 -0.2092 -0.1350 -0.1237 0.357
H -1.041958 2.998616 -6.852211 0.2311 0.1223 0.4357 0.296
H -0.763675 1.269143 -7.085104 0.0315 -0.0654 0.2946 0.329
H -2.483663 2.512498 -5.283683 -0.6105 0.0289 0.9047 0.096
C 2.952056 -1.598033 3.665566 -0.1976 1.2828 -1.3139 -0.621
O 4.108529 -0.866551 3.333306 1.9281 -1.5335 0.2917 -0.454
H 3.127759 -2.667063 3.545524 0.2274 0.1264 0.1868 0.425
H 2.550924 -1.357341 4.650079 -0.0429 -0.1026 0.1446 0.319
H 2.293080 -1.278795 2.858146 -1.2154 -0.5961 0.4147 0.133
H 4.074678 0.090508 3.266340 -0.8719 0.2318 0.3972 0.345
C 0.090765 -5.274805 4.875863 0.0565 0.0900 0.1871 -0.277
O -1.195132 -5.858867 5.072001 0.0495 0.0638 -0.4432 -0.504
H 0.176979 -4.737983 3.931148 -0.5463 -0.1065 -0.1645 -0.082
H 0.261154 -4.542042 5.664615 0.3808 -0.0876 0.1466 0.199
H 0.856085 -6.049855 4.834895 0.1947 0.0901 0.2414 0.388
H -1.067601 -6.585491 5.686282 -0.1446 0.0248 0.0200 0.280
C 1.864903 1.090700 -4.095352 -0.1911 0.2552 -0.9223 0.188
O 2.388984 2.422843 -4.338265 -0.3091 -0.4255 0.9301 -0.505
H 1.145483 0.843216 -4.875930 0.0614 -0.1826 -0.1393 0.204
H 2.646330 0.330944 -4.080043 0.1207 0.1219 -0.0261 0.364
H 1.286006 1.008100 -3.175484 0.3401 0.6275 0.1905 -0.560
H 2.435765 2.603782 -5.279894 -0.0510 -0.3426 -0.0094 0.293
C 4.350092 -3.049698 0.014286 -0.1077 0.2468 -1.5879 0.545
O 4.495717 -3.609839 1.262996 -0.1760 -0.6094 0.8201 -0.608
H 5.254842 -2.533274 -0.306412 -0.1006 0.3607 0.0284 -0.338
H 4.228588 -3.829724 -0.737318 -0.0847 -0.1831 0.0045 -0.097
H 3.456176 -2.429444 -0.051243 0.0343 0.3479 -0.0601 0.123
H 4.891711 -2.927864 1.810441 0.2445 -0.0927 0.5763 0.248
C -2.777594 -1.635702 -5.605056 0.0333 -0.9503 -0.6897 -0.700
O -1.523197 -1.040415 -5.592798 1.5489 0.6017 0.4549 -0.432
H -3.215851 -1.655451 -4.607240 -0.5989 0.4254 -0.2049 0.267
H -3.270370 -1.111025 -6.423592 -1.2421 -0.3702 0.4792 0.321
H -2.622387 -2.676752 -5.888276 -0.1568 -0.0663 -0.1442 0.316
H -1.712743 -0.107819 -5.466568 0.3006 0.4303 0.2288 0.313
C 1.755424 -5.649978 0.528879 -0.5145 0.7717 0.2825 -0.368
O 3.119212 -5.954555 0.306974 -0.7412 -0.2844 -0.0257 -0.576
H 1.486320 -5.286526 1.520637 0.5764 -0.5424 0.8207 0.233
H 1.404028 -4.759827 0.007101 0.0778 -0.1228 -1.0405 0.009
H 1.108353 -6.504855 0.332500 0.2978 -0.0491 -0.2578 0.382
H 3.615788 -5.160938 0.519515 0.2265 -0.0125 0.4225 0.348
C -2.103965 -5.932762 -2.346631 -0.1812 0.4324 -0.4717 -0.459
O -2.976503 -4.998461 -1.673649 0.9263 -0.3951 0.1153 -0.394
H -2.651035 -6.830692 -2.633893 0.1204 -0.0002 -0.0899 0.311
H -1.632010 -5.455414 -3.205407 -0.3582 -0.0290 -0.3824 0.238
H -1.232235 -6.218397 -1.757902 -0.4361 0.1186 0.7267 0.127
H -3.854686 -5.007556 -2.061346 0.0900 -0.1976 -0.1630 0.231
C -2.412286 -4.406833 1.721750 -0.5578 0.9645 0.6172 0.056
O -3.167281 -5.382626 1.062699 -0.0328 -0.7913 0.6604 -0.607
H -2.633157 -3.421715 1.310834 0.2983 0.3141 -0.4118 0.002
H -2.779290 -4.322293 2.744623 -0.1513 -0.3840 0.1270 0.266
H -1.333738 -4.509820 1.841032 0.1370 -0.5091 -0.5748 -0.070
H -2.851465 -5.595635 0.181515 0.1567 0.5602 -0.1692 0.302
```
Positions in Å, forces in eV/Å.

Results
* LUMO: -0.073 eV
* orbital gap: 0.3315 Ha
* energy above the lowest of the compared OMol25 structures with the same formula, charge and spin: 2.0775 eV
* net charge: 0
* HOMO level: -9.09 eV